[1]
# C18H20N4O3S

The molecule C18H20N4O3S (ωB97M-V/def2-TZVPD, the OMol25 dataset).

Properties
structure (SMILES)	CSc1ccccc1OCc1cc(C(=O)N[C@@H](C)c2cnn(C)c2)no1
frontier orbital gap	9.0	eV
2S+1	1

Cartesian coordinates (Å):
C1 -3.20 2.43 -0.75
S1 -4.26 2.49 0.73
C2 -5.44 1.20 0.39
C3 -6.79 1.50 0.46
C4 -7.74 0.53 0.23
C5 -7.34 -0.76 -0.08
C6 -5.99 -1.08 -0.14
C7 -5.03 -0.11 0.10
O1 -3.68 -0.34 0.10
C8 -3.21 -1.64 -0.19
C9 -1.72 -1.57 -0.15
C10 -0.81 -1.79 0.85
C11 0.43 -1.52 0.23
C12 1.78 -1.61 0.85
O2 1.94 -2.02 1.99
N1 2.77 -1.21 0.03
C13 4.16 -1.18 0.42
C14 4.96 -2.19 -0.40
C15 4.70 0.21 0.28
C16 3.97 1.41 0.34
N2 4.77 2.45 0.18
N3 5.99 1.97 0.01
C17 7.10 2.85 -0.20
C18 6.00 0.62 0.06
N4 0.26 -1.18 -1.03
O3 -1.07 -1.21 -1.27
H1 -2.60 3.34 -0.72
H2 -2.56 1.56 -0.72
H3 -3.82 2.43 -1.64
H4 -7.07 2.52 0.69
H5 -8.79 0.77 0.29
H6 -8.07 -1.53 -0.26
H7 -5.70 -2.09 -0.37
H8 -3.53 -1.95 -1.20
H9 -3.56 -2.36 0.56
H10 -0.98 -2.09 1.86
H11 2.52 -0.89 -0.89
H12 4.18 -1.48 1.48
H13 5.98 -2.26 -0.04
H14 4.50 -3.18 -0.32
H15 4.97 -1.90 -1.45
H16 2.92 1.55 0.51
H17 7.58 2.65 -1.16
H18 7.84 2.72 0.60
H19 6.72 3.87 -0.18
H20 6.91 0.07 -0.06

=====

[2]
# C20H46OP4Rh

A structure of composition C20H46OP4Rh (ωB97M-V/def2-TZVPD, the OMol25 dataset).

Properties
frontier orbital gap (spin up / spin down)	6.2 / 3.3	eV
total charge	+3
2S+1	5

Cartesian coordinates (Å):
Rh1 0.10 0.03 0.41
P1 -1.83 0.47 1.39
P2 -0.83 -0.30 -2.93
P3 1.52 0.89 1.73
H1 4.73 2.82 -6.19
C1 5.37 2.48 -5.38
C2 5.63 1.17 -5.20
H2 5.11 0.41 -5.77
C3 -2.21 2.24 1.21
C4 -3.36 -0.32 0.76
C5 -1.95 0.18 3.19
C6 -0.31 -0.42 -4.63
C7 -2.04 -1.52 -2.37
C8 -1.64 1.28 -2.60
C9 3.26 0.71 1.23
C10 1.61 0.30 3.45
C11 1.29 2.69 1.81
H3 5.88 3.28 -4.83
H4 6.47 0.81 -4.58
H5 -3.15 2.46 1.72
H6 -2.30 2.49 0.14
H7 -1.40 2.85 1.64
H8 -4.23 0.14 1.26
H9 -3.35 -1.40 0.99
H10 -3.48 -0.20 -0.32
H11 -2.26 1.12 3.67
H12 -0.99 -0.12 3.62
H13 -2.69 -0.59 3.39
H14 -1.16 -0.69 -5.25
H15 0.46 -1.18 -4.73
H16 0.12 0.52 -4.99
H17 -3.03 -1.07 -2.34
H18 -1.83 -1.91 -1.37
H19 -2.07 -2.34 -3.09
H20 -2.06 1.62 -3.54
H21 -0.94 2.02 -2.21
H22 -2.43 1.13 -1.85
H23 3.89 0.45 2.09
H24 3.59 1.67 0.82
H25 3.35 -0.06 0.47
H26 2.66 0.16 3.71
H27 1.09 -0.65 3.60
H28 1.18 1.07 4.10
H29 2.28 3.18 1.81
H30 0.76 2.94 2.74
H31 0.73 3.05 0.94
C12 3.02 0.42 -2.51
C13 2.39 1.71 -2.20
C14 3.13 2.86 -2.01
C15 4.52 2.78 -1.95
C16 5.16 1.54 -1.98
C17 4.44 0.40 -2.24
O1 2.40 -0.53 -3.09
H32 0.43 -0.51 -2.25
H33 1.29 1.75 -2.17
H34 2.60 3.80 -1.90
H35 5.13 3.68 -1.87
H36 6.24 1.46 -1.82
H37 4.93 -0.57 -2.42
C18 2.23 -2.53 1.14
P4 0.58 -2.07 0.50
C19 0.62 -3.04 -1.04
C20 -0.63 -2.93 1.55
H38 2.98 -2.11 0.45
H39 2.32 -3.62 1.13
H40 2.40 -2.15 2.15
H41 1.18 -3.97 -0.84
H42 -0.35 -3.32 -1.44
H43 1.18 -2.45 -1.78
H44 -0.26 -3.92 1.80
H45 -0.79 -2.35 2.47
H46 -1.58 -3.02 1.01

=====

[3]
# C24H26N10O2SV

A structure of composition C24H26N10O2SV (ωB97M-V/def2-TZVPD, the OMol25 dataset).

Properties
frontier orbital gap (spin up / spin down)	6.4 / 6.4	eV
2S+1	4

Cartesian coordinates (Å):
V1 0.36 0.36 0.02
C1 -4.27 1.04 -2.96
C2 -3.29 0.13 -3.30
C3 -2.39 -0.33 -2.34
C4 -2.47 0.13 -1.03
C5 -3.46 1.06 -0.70
C6 -4.35 1.51 -1.66
N1 -1.52 -0.26 -0.06
C7 -1.96 -0.91 1.07
C8 -3.19 -1.60 1.20
C9 -3.48 -2.27 2.37
C10 -2.59 -2.28 3.45
C11 -1.40 -1.60 3.36
C12 -1.08 -0.91 2.18
N2 0.05 -0.17 1.95
N3 0.96 -0.05 2.90
C13 2.04 0.66 2.45
C14 3.09 0.97 3.32
C15 4.15 1.72 2.86
C16 4.15 2.15 1.53
C17 3.10 1.78 0.72
N4 2.07 1.05 1.15
H1 -4.97 1.40 -3.71
H2 -3.21 -0.24 -4.31
H3 -1.61 -1.03 -2.61
H4 -3.51 1.42 0.32
H5 -5.12 2.23 -1.38
H6 -3.88 -1.60 0.37
H7 -4.42 -2.81 2.45
H8 -2.84 -2.82 4.35
H9 -0.69 -1.58 4.18
H10 3.04 0.61 4.34
H11 4.96 1.97 3.52
H12 4.97 2.74 1.13
H13 3.08 2.06 -0.33
C18 0.65 -4.15 1.42
C19 1.94 -3.56 0.99
N5 3.12 -3.96 1.35
N6 3.98 -3.09 0.73
C20 3.37 -2.13 0.00
S1 4.02 -0.94 -0.94
N7 2.05 -2.45 0.18
N8 0.99 -1.72 -0.36
H14 0.85 -4.98 2.09
H15 0.09 -4.52 0.56
H16 0.03 -3.41 1.94
H17 4.97 -3.21 0.81
H18 1.02 -1.66 -1.41
H19 0.12 -2.18 -0.07
C21 -0.05 4.12 -2.10
C22 0.12 2.69 -1.68
N9 0.00 2.34 -0.45
O1 -0.25 3.37 0.44
C23 0.41 1.62 -2.63
C24 0.36 1.76 -4.11
N10 0.64 0.47 -2.06
O2 0.84 -0.58 -2.77
H20 0.41 4.78 -1.37
H21 -1.11 4.36 -2.14
H22 0.39 4.29 -3.08
H23 -0.31 2.93 1.30
H24 -0.22 2.62 -4.42
H25 -0.09 0.85 -4.52
H26 1.36 1.83 -4.55

=====

[4]
# C5H14N2O2

A structure of composition C5H14N2O2 (ωB97M-V/def2-TZVPD, the OMol25 dataset).

Properties
frontier orbital gap	8.3	eV
2S+1	1

Cartesian coordinates (Å):
C1 -0.06 -0.14 0.38
C2 -0.21 0.99 -0.46
C3 -2.72 -0.90 -0.23
C4 2.56 1.34 0.28
C5 0.42 -1.46 -0.13
N1 -2.04 0.12 0.55
N2 1.58 1.37 -0.78
O1 -2.25 -0.23 1.93
O2 2.05 0.59 -1.88
H1 -2.51 0.62 2.32
H2 2.50 -0.19 -1.52
H3 0.26 0.07 1.40
H4 -0.52 0.83 -1.49
H5 -0.50 1.93 0.01
H6 -2.56 -0.69 -1.29
H7 -2.39 -1.93 0.00
H8 -3.80 -0.87 -0.04
H9 2.15 1.82 1.17
H10 3.47 1.88 -0.02
H11 2.88 0.32 0.56
H12 1.51 -1.56 0.02
H13 0.22 -1.59 -1.20
H14 -0.05 -2.28 0.42

=====

[5]
# C6H9N3

The molecule C6H9N3 (ωB97M-V/def2-TZVPD, the OMol25 dataset).

Properties
structure (SMILES)	C[C@@H]1N(C)c2nccn21
frontier orbital gap	9.3	eV
2S+1	1

Cartesian coordinates (Å):
C1 1.38 1.45 -0.77
C2 0.78 0.48 0.23
N1 0.68 -0.86 -0.41
C3 1.29 -1.95 0.32
C4 -0.91 -0.66 -0.25
N2 -2.17 -0.93 -0.40
C5 -2.82 0.17 0.02
C6 -1.90 1.11 0.44
N3 -0.68 0.56 0.24
H1 1.22 2.46 -0.46
H2 0.85 1.16 -1.67
H3 2.36 1.25 -1.06
H4 1.43 0.28 1.19
H5 1.13 -2.01 1.46
H6 0.97 -2.88 -0.10
H7 2.30 -1.90 0.21
H8 -3.97 0.16 -0.03
H9 -1.95 2.10 1.02

=====

[6]
# C18H29N7O5SV

A structure of composition C18H29N7O5SV (ωB97M-V/def2-TZVPD, the OMol25 dataset).

Properties
frontier orbital gap (spin up / spin down)	8.1 / 8.0	eV
total charge	+1
2S+1	3

Cartesian coordinates (Å):
V1 -1.03 0.46 -0.80
C1 -0.13 3.10 3.96
N1 -0.50 3.13 2.56
C2 -1.56 4.08 2.22
C3 0.04 2.36 1.61
O1 -0.26 2.44 0.42
C4 1.08 1.32 2.02
O2 1.38 0.48 0.93
C5 2.33 0.96 0.00
C6 1.77 0.92 -1.42
O3 0.56 0.72 -1.61
N2 2.60 1.13 -2.43
C7 2.09 1.07 -3.80
C8 4.03 1.29 -2.30
H1 0.11 4.11 4.30
H2 0.73 2.47 4.15
H3 -0.97 2.74 4.57
H4 -1.25 5.09 2.48
H5 -2.47 3.82 2.76
H6 -1.75 4.02 1.15
H7 0.68 0.67 2.80
H8 1.98 1.82 2.40
H9 3.21 0.30 0.05
H10 2.64 1.98 0.24
H11 1.01 1.07 -3.80
H12 2.44 0.16 -4.29
H13 2.45 1.93 -4.36
H14 4.33 1.54 -1.29
H15 4.36 2.10 -2.96
H16 4.55 0.37 -2.61
N3 -2.93 1.54 -4.46
C9 -2.59 1.06 -3.24
S1 -2.00 2.19 -2.04
N4 -2.71 -0.22 -3.01
N5 -2.31 -0.57 -1.75
C10 -2.87 -1.62 -1.24
C11 -2.69 -2.03 0.12
C12 -3.16 -3.28 0.56
C13 -2.98 -3.70 1.86
C14 -2.31 -2.87 2.76
C15 -1.88 -1.62 2.38
C16 -2.08 -1.16 1.07
O4 -1.74 0.07 0.72
H17 -3.01 2.54 -4.57
H18 -3.44 0.95 -5.09
H19 -3.54 -2.18 -1.87
H20 -3.66 -3.92 -0.16
H21 -3.35 -4.66 2.18
H22 -2.13 -3.21 3.78
H23 -1.40 -0.95 3.08
C17 2.32 -3.29 1.41
N6 1.21 -2.64 0.75
C18 0.95 -2.62 -0.58
N7 1.70 -3.45 -1.36
O5 0.08 -1.89 -1.08
H24 2.57 -2.73 2.31
H25 3.20 -3.31 0.77
H26 2.08 -4.32 1.71
H27 0.68 -1.97 1.27
H28 2.16 -4.24 -0.95
H29 1.36 -3.58 -2.30

=====

[7]
# C6H14N2O

The molecule C6H14N2O (ωB97M-V/def2-TZVPD, the OMol25 dataset).

Properties
structure (SMILES)	CN(O)[C@@]1(C)CCN1C
frontier orbital gap	9.1	eV
2S+1	1

Cartesian coordinates (Å):
C1 0.80 -0.22 2.28
N1 0.26 0.46 1.11
O1 -1.07 0.89 1.46
C2 0.19 -0.38 -0.10
C3 1.55 -1.00 -0.39
C4 -1.02 -1.33 -0.19
C5 -1.59 -0.20 -1.30
N2 -0.28 0.37 -1.27
C6 0.03 1.74 -1.54
H1 1.87 -0.38 2.13
H2 0.66 0.44 3.13
H3 0.31 -1.18 2.48
H4 -1.02 1.86 1.43
H5 2.33 -0.24 -0.32
H6 1.54 -1.39 -1.41
H7 1.76 -1.82 0.29
H8 -1.66 -1.38 0.69
H9 -0.77 -2.32 -0.56
H10 -2.39 0.30 -0.75
H11 -1.91 -0.49 -2.30
H12 -0.19 2.40 -0.71
H13 -0.53 2.06 -2.42
H14 1.10 1.81 -1.76

=====

[8]
# C4H19NO6S2

A cluster of 6 separate species, C4H19NO6S2 in total (ωB97M-V/def2-TZVPD, the OMol25 dataset).

Properties
structure (SMILES)	CC(=O)NCCSS.O.O.O.O.O
frontier orbital gap	9.5	eV
2S+1	1

Cartesian coordinates (Å):
C1 -0.99 0.34 -3.27
C2 -0.21 -0.44 -2.19
O1 1.01 -0.64 -2.16
N1 -0.93 -0.96 -1.14
C3 -2.20 -0.39 -0.67
C4 -2.07 0.91 0.08
S1 -1.77 0.88 1.93
S2 -1.60 -0.99 2.55
H1 -0.50 0.19 -4.20
H2 -0.90 1.38 -2.95
H3 -2.01 -0.04 -3.41
H4 -0.45 -1.42 -0.40
H5 -2.90 -0.27 -1.52
H6 -2.77 -1.21 -0.17
H7 -1.14 1.42 -0.29
H8 -2.95 1.52 -0.10
H9 -0.37 -1.56 2.42
O2 3.17 -1.10 -0.73
H10 3.41 -1.84 -1.33
H11 2.35 -0.89 -1.30
O3 2.53 0.06 2.11
H12 2.56 -0.64 1.46
H13 1.69 0.37 2.45
O4 0.49 2.66 -2.01
H14 0.22 3.49 -1.61
H15 1.11 2.30 -1.35
O5 1.24 -2.20 0.71
H16 2.14 -1.90 0.43
H17 1.27 -3.09 0.32
O6 2.32 1.94 -0.19
H18 1.77 1.23 0.15
H19 3.20 1.71 0.13

=====

[9]
# C13H39N3O6

A cluster of 6 separate species, C13H39N3O6 in total (ωB97M-V/def2-TZVPD, the OMol25 dataset).

Properties
frontier orbital gap (spin up / spin down)	2.0 / 9.0	eV
total charge	-1
2S+1	2

Cartesian coordinates (Å):
C1 4.82 2.94 0.38
C2 4.79 2.37 -0.96
O1 5.43 3.24 -1.90
H1 4.87 2.15 1.13
H2 4.13 3.74 0.62
H3 5.75 3.50 0.47
H4 3.76 2.35 -1.31
H5 5.25 1.38 -0.93
H6 4.86 3.99 -2.10
C3 2.00 -0.31 -1.86
C4 0.89 -0.16 -0.91
O2 1.27 -0.35 0.43
H7 2.92 0.18 -1.55
H8 1.76 0.23 -2.77
H9 2.35 -1.34 -1.95
H10 0.01 -0.75 -1.16
H11 0.71 0.90 -1.02
H12 0.55 -0.22 1.04
C5 -1.26 0.95 4.65
C6 -1.54 0.07 3.47
O3 -0.44 0.30 2.59
H13 -1.86 0.49 5.44
H14 -1.54 1.95 4.33
H15 -0.26 1.09 5.06
H16 -2.40 0.34 2.86
H17 -1.54 -1.02 3.55
H18 0.22 0.76 3.11
C7 5.95 -4.52 0.20
C8 4.40 -4.40 0.26
O4 3.87 -3.92 -1.01
H19 6.12 -5.02 1.15
H20 6.44 -3.57 -0.01
H21 6.21 -5.17 -0.64
H22 4.05 -3.73 1.05
H23 3.98 -5.33 0.64
H24 4.02 -3.00 -1.26
C9 1.01 4.06 0.63
O5 0.92 4.54 -0.47
N1 1.66 2.94 0.84
N2 0.62 4.64 1.71
H25 1.84 2.27 0.11
H26 1.66 2.54 1.76
H27 0.94 4.32 2.62
H28 0.27 5.59 1.73
C10 -7.49 -0.99 -1.20
C11 -6.75 -1.31 -2.40
C12 -5.32 -1.46 -2.00
O6 -4.75 -0.30 -1.33
C13 -3.38 -0.58 -0.87
N3 -7.24 -2.49 -3.09
H29 -8.57 -0.87 -1.33
H30 -7.14 -0.02 -0.82
H31 -7.36 -1.68 -0.37
H32 -6.70 -0.44 -3.06
H33 -4.68 -1.77 -2.82
H34 -5.33 -2.34 -1.35
H35 -2.87 0.34 -0.57
H36 -2.81 -0.94 -1.73
H37 -3.51 -1.26 -0.03
H38 -7.27 -2.24 -4.07
H39 -8.24 -2.64 -2.99

=====

[10]
# C3H8N2O2

A cluster of 3 separate species, C3H8N2O2 in total (ωB97M-V/def2-TZVPD, the OMol25 dataset).

Properties
structure (SMILES)	c1c[nH]cn1.O.O
frontier orbital gap	9.7	eV
2S+1	1

Cartesian coordinates (Å):
C1 -1.63 1.05 0.07
C2 -1.47 -0.28 -0.26
N1 -0.79 -0.88 0.81
C3 -0.65 0.11 1.75
N2 -1.07 1.26 1.31
H1 -1.97 1.89 -0.51
H2 -1.35 -0.92 -1.12
H3 -1.02 -1.84 1.01
H4 -0.15 -0.21 2.64
O1 2.13 -1.67 -0.73
H5 2.02 -2.07 -1.58
H6 1.82 -0.77 -0.83
O2 1.35 1.04 -0.78
H7 0.64 1.71 -0.85
H8 2.13 1.57 -0.93

=====

[11]
# C4H11N2O

A structure of composition C4H11N2O (ωB97M-V/def2-TZVPD, the OMol25 dataset).

Properties
frontier orbital gap	10.8	eV
total charge	+1
2S+1	1

Cartesian coordinates (Å):
C1 -0.67 0.56 1.88
C2 -1.76 -1.37 1.06
N1 -0.82 -0.53 0.94
H1 -0.93 1.50 1.40
H2 0.37 0.61 2.22
H3 -1.30 0.42 2.76
H4 -2.45 -1.31 1.90
H5 -1.86 -2.16 0.32
H6 -0.14 -0.40 -0.09
C3 0.00 0.42 -2.23
N2 0.69 -0.21 -1.14
C4 1.92 0.47 -0.68
O1 0.22 1.54 -2.53
H7 -0.74 -0.23 -2.73
H8 0.84 -1.19 -1.35
H9 2.62 0.57 -1.50
H10 2.37 -0.14 0.10
H11 1.66 1.46 -0.31